{"formula": "C14H22N2O3V", "method": "ωB97M-V/def2-TZVPD", "species": ["V", "O", "O", "O", "N", "N", "C", "C", "C", "C", "C", "C", "C", "C", "C", "C", "C", "C", "C", "C", "H", "H", "H", "H", "H", "H", "H", "H", "H", "H", "H", "H", "H", "H", "H", "H", "H", "H", "H", "H", "H", "H"], "positions_angstrom": [[-0.271882, 0.049603, -0.294246], [-1.692313, -0.076681, 0.533382], [1.403255, 0.616983, 2.105976], [-0.871922, 1.124848, -1.802098], [-0.371096, 1.830068, -0.842921], [0.872951, 1.231289, 1.020120], [-0.474845, -2.624891, -0.020097], [2.424136, -0.260890, -2.203404], [-1.989379, -2.712410, -2.041890], [1.021596, -2.650015, 2.011278], [-0.761684, -2.252992, -1.343022], [0.878365, 2.516477, 0.867355], [0.182922, 4.216796, -1.077499], [1.602177, -1.366592, -0.084718], [-3.005237, -0.444241, 0.943392], [1.408770, -1.058523, -1.437229], [0.184031, -1.430106, -2.018014], [1.475238, 3.523950, 1.771061], [0.691565, -2.209402, 0.630036], [0.196172, 2.891843, -0.426930], [1.659445, 1.278972, 2.773983], [2.493624, -1.008080, 0.415331], [1.974981, 0.305888, -3.018249], [-2.429721, -1.928089, -2.660107], [-3.719735, -0.036484, 0.228198], [1.711807, -3.499487, 1.929641], [-3.082146, -1.531322, 0.989651], [-0.279246, 4.172649, -2.061254], [-0.025308, -1.119000, -3.035906], [-3.181686, -0.021904, 1.932892], [-2.733370, -3.116677, -1.359408], [1.205543, 4.594143, -1.168804], [2.473119, 3.799872, 1.409667], [1.571374, 3.186914, 2.802943], [0.148025, -2.991435, 2.562390], [-1.175434, -3.258851, 0.513340], [3.133490, -0.960431, -2.657133], [-1.703821, -3.513049, -2.735856], [-0.373822, 4.924246, -0.454215], [3.003866, 0.397542, -1.557160], [0.871629, 4.432447, 1.772531], [1.545938, -1.879339, 2.571838]], "forces_ev_per_a": [[-0.793, -0.410, 0.519], [0.843, 0.426, -0.362], [-0.037, 0.061, -0.057], [0.239, 0.174, 0.241], [0.064, -0.463, -0.297], [-0.050, -0.027, 0.101], [-0.065, -0.016, -0.071], [0.003, -0.068, -0.070], [-0.060, -0.001, -0.057], [-0.059, -0.030, 0.019], [0.039, 0.052, 0.001], [0.005, -0.108, -0.002], [0.050, 0.070, 0.007], [-0.153, -0.043, 0.000], [-0.802, -0.307, 0.361], [0.299, 0.160, -0.177], [-0.035, 0.129, -0.190], [0.014, 0.034, -0.027], [0.310, 0.243, 0.130], [-0.126, 0.132, -0.125], [0.029, 0.001, 0.052], [0.017, -0.083, 0.051], [-0.015, 0.010, 0.018], [0.012, 0.016, 0.017], [0.108, 0.043, -0.057], [-0.012, -0.012, -0.033], [0.121, 0.016, -0.043], [-0.012, -0.020, 0.006], [-0.030, -0.028, -0.003], [0.115, 0.051, -0.022], [0.000, -0.002, -0.001], [-0.006, 0.002, 0.022], [0.003, -0.022, -0.008], [-0.012, 0.018, 0.012], [-0.004, 0.006, -0.005], [-0.005, 0.019, 0.009], [-0.006, -0.011, 0.005], [0.017, -0.014, 0.028], [0.007, 0.000, 0.001], [-0.002, 0.004, 0.012], [-0.011, -0.007, 0.000], [-0.001, 0.003, -0.007]], "mulliken_charge": [-0.16, -0.38, -0.33, -0.47, 0.91, 0.57, -0.82, -1.67, -1.68, -1.61, 1.06, 0.84, -1.49, -1.16, -0.67, 1.19, -0.99, -1.57, 1.54, 0.43, 0.35, 0.60, 0.40, 0.45, 0.34, 0.40, 0.31, 0.38, 0.62, 0.34, 0.41, 0.40, 0.38, 0.60, 0.45, 0.73, 0.40, 0.38, 0.39, 0.41, 0.37, 0.32], "homo_ha": -0.767, "total_energy_ha": -1824.7068, "total_charge": 3}